31
Properties=species:S:1:pos:R:3:forces:R:3 method="wB97M-V/def2-TZVPD" max_force_ha_per_bohr=0.0076 orbital_gap_ha=0.1648 relative_energy_kj_mol=149.8 homo_energy_ev=-7.8035
Au 0.17434 0.64051 0.03734 0.2 0.3 0.1
Se 0.24886 -0.06942 2.54162 0.0 0.0 0.1
Se 2.13999 -0.94789 3.27600 -0.1 0.0 0.1
Te 3.69141 -1.14268 1.37031 0.1 -0.1 0.0
Se 2.48251 -0.31253 -0.47002 0.0 0.1 -0.2
N -2.51794 -5.81840 -3.33754 0.0 0.0 0.0
C -2.81220 -5.40197 -2.09681 0.0 -0.1 0.0
S -3.87741 -6.22884 -1.15537 0.0 0.0 0.0
C -2.10894 -4.16492 -1.63394 0.1 0.1 0.1
C -1.15463 -3.50202 -2.40216 0.0 0.0 0.0
C -0.54837 -2.36359 -1.89337 0.0 0.0 -0.1
N -0.82940 -1.85813 -0.70090 0.0 -0.1 0.0
C -1.74324 -2.48510 0.03337 0.0 0.0 0.0
C -2.39959 -3.62993 -0.38283 0.0 0.0 -0.1
H -2.96986 -6.64879 -3.67988 0.0 0.0 0.0
H -1.87937 -5.33283 -3.93970 0.0 0.0 0.0
H -0.85017 -3.83054 -3.38616 0.0 0.0 0.0
H 0.19673 -1.83413 -2.47804 0.0 0.0 0.0
H -1.96034 -2.04878 1.00226 0.0 0.0 0.0
H -3.13356 -4.10974 0.24736 0.0 0.0 0.0
F -3.13738 5.42156 -2.12678 0.0 0.0 0.0
C -2.41983 4.36852 -1.66544 0.0 -0.1 0.0
C -2.01246 3.39510 -2.55319 0.0 0.0 0.0
C -1.27791 2.31920 -2.06695 -0.1 0.1 -0.1
C -0.94335 2.20114 -0.71906 0.0 -0.3 0.1
C -1.38028 3.21396 0.13741 -0.1 0.1 0.0
C -2.11692 4.30022 -0.32149 0.0 0.0 0.0
H -2.26709 3.48194 -3.60120 0.0 0.0 0.0
H -0.96476 1.55839 -2.77138 0.0 0.0 0.0
H -1.14363 3.17250 1.19371 0.0 0.0 0.0
H -2.45211 5.08197 0.34723 0.0 0.0 0.0